No. 1
A cluster of 3 separate species, C12H30IN2O4 in total. Source: the OMol25 dataset; level of theory: ωB97M-V with the def2-TZVPD basis set.

## Properties
**Maximum force**: 6.94 eV/A
**LUMO level**: 2.996 eV
**Total charge**: -1
**Frontier orbital gap**: 7.3 eV

Last column: Löwdin charge in e.
CARTESIAN COORDINATES (ANGSTROEM)
N 3.0077 0.9951 0.5552  -0.093
H 3.6604 0.6875 -1.4126  0.119
C -2.7519 -1.0697 0.6660  -0.126
H 0.1191 -2.3803 4.0586  0.102
H -4.0385 0.4531 1.5591  0.116
C -3.3898 -1.4096 -3.1137  -0.202
H -4.4503 -1.1353 -2.9195  0.128
H 3.9947 2.9538 -0.8495  0.092
H 0.7975 0.5701 1.7301  0.115
H -1.9270 -1.9701 -1.6997  0.120
H -3.3930 -2.4555 -1.2308  0.076
O -3.2850 -2.6538 -3.7331  -0.178
H 3.0933 -1.1166 1.0592  0.088
H 1.8612 -0.7954 -0.2636  0.149
H 4.7156 0.1092 -0.0150  0.114
H 5.3571 4.0636 -2.1619  0.153
O -2.9454 -0.4283 2.9918  -0.262
H -2.3983 1.1026 4.1519  0.039
H -3.0125 -1.7326 -5.5627  0.094
C -3.0003 0.1297 1.6081  -0.135
N -3.0303 -0.5694 -0.7492  -0.069
H 4.9258 2.6688 0.4106  0.093
H 2.2098 1.4575 -0.0914  0.023
H -4.6614 -2.2353 -5.2731  0.099
C 0.2562 -1.2991 3.7097  -0.165
H -3.4845 -1.7980 0.8218  0.099
O 0.9489 -1.3805 2.4925  -0.230
H -4.3016 0.9917 3.7717  0.132
C -3.5881 -2.5390 -5.0471  -0.183
C 4.1258 0.9181 -0.4444  -0.226
C 1.6176 -0.1285 2.0389  -0.216
C 6.3519 3.4763 -1.7087  -0.104
H -1.7492 -1.3237 0.6775  0.094
I -0.2000 1.9129 -1.7433  -0.529
H 2.2293 0.2565 2.9268  0.141
H -2.7424 -0.6022 -3.4875  0.124
C -3.2335 0.5481 4.0563  -0.069
C -2.9592 -1.6300 -1.6074  -0.292
H 7.0729 3.4606 -2.3752  0.006
C 2.3311 -0.4158 0.7624  -0.208
H -3.3603 -3.5350 -5.4117  0.084
H -2.2907 0.1182 -0.9418  -0.028
H -0.7731 -0.7175 3.6538  0.093
H 6.8093 3.8683 -0.7685  0.093
H -2.2848 0.8024 1.4937  0.063
H 0.6533 -0.6909 4.5320  0.061
O 5.7970 2.1680 -1.4928  -0.198
H -3.3969 0.0171 4.8940  0.030
C 4.7125 2.2829 -0.5174  -0.226

---

No. 2
A structure of composition C12H30MnO8P. Source: the OMol25 dataset; level of theory: ωB97M-V with the def2-TZVPD basis set.

## Properties
**Maximum force**: 1.60 eV/A
**Spin multiplicity**: 6
**LUMO level (alpha / beta)**: -5.208 / -5.398 eV
**Total charge**: +1
**Frontier orbital gap (alpha / beta)**: 5.8 / 5.6 eV

Last column: Mulliken spin population.
CARTESIAN COORDINATES (ANGSTROEM)
H 2.0817 -1.7688 1.0861  -0.001
H 1.5074 -4.3692 3.0472  0.000
H 1.3514 5.2627 0.1662  0.000
O -1.0968 3.6122 -1.4037  0.001
O 3.1612 -4.8778 4.1769  0.000
H 0.7611 -2.9085 1.4321  0.002
C -5.7744 3.1004 -0.2496  0.000
H -0.0695 3.1286 0.3567  0.007
H 2.4361 -5.7647 2.4869  0.000
C 1.5829 -2.6890 0.7447  0.004
H -1.4201 0.4740 -2.3303  0.001
H 2.9327 -0.0940 -1.9537  0.000
H 3.5073 -2.9132 2.4548  0.000
C -0.8450 1.6942 -4.0790  0.000
C 3.2644 -3.8602 1.9527  0.000
H 4.7063 -5.7484 5.1331  0.000
C 4.2008 -5.8134 4.1717  0.000
H -0.3135 0.8372 -4.5090  0.000
C 2.5180 -4.7621 2.9255  0.000
H -6.5516 3.1196 0.5110  0.000
H 3.8980 -6.8506 3.9860  0.000
C -4.4252 3.4829 0.3090  0.002
H -6.0677 3.6932 -1.1103  0.000
H -4.0317 2.7509 1.0128  -0.003
H 0.8915 3.2555 -1.0930  -0.001
O 2.1113 -1.9082 -1.5025  0.000
C 0.0705 3.7216 -0.5497  -0.002
H 4.9545 -5.5759 3.4067  0.000
H 0.1986 -1.9253 -0.6985  -0.001
C 2.0547 -0.5130 -1.4532  0.000
H -5.6708 2.0730 -0.6206  0.001
H -0.3207 5.4418 0.6589  0.000
O -2.0406 1.6237 -0.1159  -0.043
H 2.1261 -0.0971 -0.4390  0.000
Mn -2.2845 0.4644 1.5428  4.798
C -1.8400 1.0809 -3.1312  0.001
O -2.6991 2.1294 -2.5105  0.000
H -0.0733 2.2955 -3.6019  0.000
H 0.0663 5.8400 -0.9947  0.000
H 4.2240 -4.2896 1.6589  0.000
H -4.4719 4.4852 0.7303  0.000
C 0.3244 5.1693 -0.1797  0.000
H 0.8982 -3.5026 -1.0906  0.000
O 2.5432 -3.7266 0.7476  0.000
H -0.1789 -0.5444 0.6935  0.006
H -2.5662 0.4833 -3.6746  0.000
H 1.1868 -0.1421 -2.0183  0.000
O -3.4956 3.6419 -0.7983  0.002
C 1.1298 -2.5122 -0.6983  0.004
P -2.3221 2.6880 -1.1406  0.034
O -0.7958 -0.6382 1.4301  0.190
H -1.3339 2.2454 -4.8758  0.000

---

No. 3
A structure of composition C12H30N2NaO8S. Source: the OMol25 dataset; level of theory: ωB97M-V with the def2-TZVPD basis set.

## Properties
**Maximum force**: 6.70 eV/A
**LUMO level**: 1.803 eV
**Total charge**: -1
**Frontier orbital gap**: 3.8 eV

Last column: Löwdin charge in e.
CARTESIAN COORDINATES (ANGSTROEM)
H 0.4909 0.9191 2.7558  0.073
N 0.4611 2.5931 0.7019  -0.060
H -1.1715 -4.3866 -1.0043  0.104
O -0.8172 0.9315 -2.3747  -0.412
H -1.3883 -4.6629 -4.6269  0.088
H 1.8566 4.0873 0.5667  0.125
H -1.0341 3.2929 -0.4132  0.094
H -2.1256 1.5688 3.9749  0.076
H -0.5746 4.4687 0.8635  0.113
O -3.0896 0.8866 -2.9760  -0.434
C 0.8815 -2.8673 0.2844  -0.176
H -3.0724 3.0627 3.9157  0.089
H 0.3327 -0.6552 3.5638  0.089
H 1.6369 -2.4922 -1.7024  0.111
S -2.1603 1.1720 -1.9131  0.086
O -2.5139 2.5885 -1.9588  -0.431
H -0.2275 -5.9560 -4.2694  0.075
C 0.1849 -2.0705 1.3941  -0.206
H -2.5941 3.8517 1.6783  0.126
H -0.8545 -1.8894 1.1203  0.126
C -0.7180 3.4154 0.6227  -0.186
H 0.6369 2.5502 1.6955  0.085
O 0.8312 -0.8317 1.6463  -0.192
C 4.0411 0.4293 -0.9312  -0.039
H 4.7075 0.5069 -0.0721  0.086
C -0.5259 -2.4061 -1.6115  -0.193
H 1.9172 -3.0371 0.5787  0.112
C -1.7780 3.1299 1.7086  -0.170
O 2.7444 1.0556 -0.6927  -0.227
C -2.0664 2.6562 4.0196  -0.147
H -0.9518 -0.0531 2.4883  0.094
H 3.8801 -0.5797 -1.3107  0.086
O -1.2412 3.1368 3.0351  -0.211
C 1.5502 3.2164 -0.0127  -0.197
H 0.3160 -2.7285 2.2532  0.123
H 4.3593 1.1091 -1.7216  0.087
H 2.8573 2.1611 1.0356  0.125
H -1.6586 2.8963 5.0016  0.085
C -0.9044 -5.2246 -3.8279  -0.121
Na 0.4179 0.3091 -0.6288  0.347
H -2.2429 2.1619 1.5216  0.111
H -2.1336 -3.5444 -2.3249  0.129
H -1.6319 -5.8477 -3.3077  0.077
C -1.1533 -3.8134 -1.9313  -0.166
H 3.5454 2.9012 -0.5052  0.122
H 0.5736 -3.9094 0.1988  0.103
C 0.1254 -0.1021 2.6477  -0.083
N 0.8452 -2.3020 -1.1048  -0.042
C 2.7542 2.3143 -0.0386  -0.212
H -0.5681 -1.7713 -2.4966  0.121
O -0.2221 -4.4096 -2.8740  -0.198
H 1.1891 3.5152 -0.9968  0.143
O -2.5010 0.4982 -0.6635  -0.403
H -1.2156 -1.8450 -0.9810  0.098